1.
The following is a DFT calculation (ωB97M-V with the def2-TZVPD basis set) of a cluster of 3 separate species, C11H21FN4O8 in total in a non-equilibrium geometry.

Values from the calculation:
Kohn-Sham gap ... 8.7 eV
LUMO ... -0.934 eV
Energy above the lowest of the compared OMol25 structures with the same formula, charge and spin ... 92.8 kcal per mole
SMILES ... CCOCC[C@@]1(O)OC(=O)O[C@@H]1CC(=O)F.NC(N)=O.NC(N)=O
HOMO ... -9.62 eV
Net charge ... 0

Geometry as XYZ:
```
45
Properties=species:S:1:pos:R:3:forces:R:3
C 4.6523 -0.8497 -0.4573 -0.44 -0.29 -1.53
C 3.0895 -0.2598 -0.5451 2.01 -1.20 0.66
O 3.0777 0.6563 -1.6963 -2.10 -0.01 1.65
C 1.8435 1.4535 -1.7676 -0.82 0.21 -0.81
C 0.4587 0.6124 -1.4907 -0.38 0.57 -0.47
C -0.2276 0.8808 -0.0263 -0.74 -0.54 0.16
O 0.3555 0.2935 1.1899 0.47 1.21 -1.69
O -0.3813 2.3163 0.3598 -2.96 -1.51 2.09
C -1.4628 2.2244 1.3706 -2.52 2.95 4.17
O -1.8342 3.1368 2.3059 2.87 -6.33 -7.06
O -2.2219 0.9623 1.2642 2.33 2.75 -1.43
C -1.8177 0.4698 -0.0744 0.08 0.54 -0.60
C -2.2447 -1.0402 -0.5487 0.14 0.05 1.04
C -1.1504 -2.2148 -0.1539 2.93 -3.91 -4.37
O -0.6192 -2.9369 -1.1679 -3.50 4.79 7.59
F -0.7286 -2.5076 1.2659 -1.70 1.18 -4.82
H 4.8988 -1.3396 0.5763 -0.53 1.13 -1.98
H 4.7084 -1.6949 -1.2959 0.02 1.73 1.91
H 5.4465 -0.0317 -0.7981 -1.84 -1.65 1.10
H 2.8696 0.2587 0.4916 0.11 -0.84 -2.28
H 2.4154 -1.2274 -0.7249 1.13 2.37 0.53
H 1.8317 2.3961 -1.0514 0.33 -1.93 -1.31
H 1.7693 1.8441 -2.8933 0.37 -0.84 2.58
H -0.3276 1.0029 -2.3000 1.57 -0.73 1.90
H 0.5675 -0.5511 -1.7201 -0.16 2.57 0.85
H 1.0135 0.9421 1.6105 -1.41 -1.17 -1.20
H -2.4111 1.1852 -0.8129 1.60 -1.52 1.16
H -3.3217 -1.3005 -0.1067 2.50 0.48 -0.87
H -2.3013 -1.0295 -1.7406 0.31 -0.21 2.84
N -0.0392 4.6915 3.8850 -0.57 0.14 -0.80
C 0.5149 4.2561 5.0318 -0.46 -0.49 0.06
N 1.5265 5.0227 5.4796 1.28 0.57 0.92
O 0.1335 3.2542 5.6144 0.06 -0.11 0.10
H 0.2710 5.5163 3.4007 -0.07 -0.14 0.10
H -0.8042 4.1518 3.5044 0.21 0.18 -0.06
H 1.9786 4.7404 6.3383 -0.15 0.14 -0.32
H 1.8450 5.8493 5.0037 -0.05 -0.15 0.13
N -2.4065 -4.2115 -3.8498 0.66 1.28 -0.39
C -3.1908 -5.3052 -3.8323 -0.44 -0.27 -0.73
N -3.2215 -5.9410 -2.6463 -0.33 -0.92 1.10
O -3.8191 -5.6869 -4.8061 -0.03 -0.01 -0.01
H -1.8866 -3.8924 -3.0504 0.06 -0.01 -0.08
H -2.3475 -3.6959 -4.7170 0.00 -0.22 0.31
H -3.7959 -6.7698 -2.5781 0.23 0.30 -0.01
H -2.7059 -5.6311 -1.8405 -0.05 -0.09 -0.13
```
Positions in Å, forces in eV/Å.

2.
The following is a DFT calculation (ωB97M-V with the def2-TZVPD basis set) of a structure of composition C5H7PS in a non-equilibrium geometry.

Values from the calculation:
Kohn-Sham gap ... 9.1 eV
LUMO ... 0.320 eV
Energy above the lowest of the compared OMol25 structures with the same formula, charge and spin ... 56.0 kcal per mole
HOMO ... -8.80 eV
Net charge ... 0

Geometry as XYZ:
```
14
Properties=species:S:1:pos:R:3:forces:R:3
C 2.5768 0.9610 0.2447 -1.34 -0.89 -0.14
C 1.2071 0.5899 0.6394 2.88 -0.93 -1.07
C 3.2281 -0.1213 -0.2810 3.01 1.60 -0.47
C 1.0118 -0.7110 0.4050 -3.18 -3.38 0.14
C -1.8856 -0.5920 -0.3928 5.04 1.41 1.97
P -0.9438 -2.0504 0.3951 2.92 2.54 -0.66
S 2.3238 -1.5713 -0.2637 0.14 0.63 0.00
H 2.9893 1.9625 0.2667 -0.03 -0.16 0.12
H 0.4718 1.1497 1.0688 -1.61 1.86 0.98
H 4.3243 0.0115 -0.6593 -2.27 -0.79 0.66
H -2.2154 0.1318 0.4206 0.27 -0.93 -1.44
H -2.5598 -0.9729 -1.0266 -3.15 -1.09 -1.99
H -1.0021 -0.2200 -1.0587 -2.00 0.17 1.28
H -0.3203 -2.4651 -0.8557 -0.69 -0.05 0.62
```
Positions in Å, forces in eV/Å.

3.
The following is a DFT calculation (ωB97M-V with the def2-TZVPD basis set) of a cluster of 2 separate species, C12H16N2 in total in a non-equilibrium geometry.

Values from the calculation:
Kohn-Sham gap ... 9.1 eV
LUMO ... 0.853 eV
Energy above the lowest of the compared OMol25 structures with the same formula, charge and spin ... 15.4 kcal per mole
SMILES ... CCc1c[nH]cn1.Cc1ccccc1
HOMO ... -8.26 eV
Net charge ... 0

Geometry as XYZ:
```
30
Properties=species:S:1:pos:R:3:forces:R:3
C -0.0471 -1.6215 -3.1724 -1.08 0.28 0.16
C -0.6749 -1.5800 -1.7760 0.16 0.53 0.15
C 0.3053 -1.6296 -0.6418 -0.82 -0.12 0.20
C 0.0908 -2.2700 0.5457 0.43 -0.73 -0.21
N 1.2927 -2.2082 1.2121 0.50 0.45 0.20
C 2.1282 -1.4541 0.4456 -0.46 0.34 0.46
N 1.5440 -1.0562 -0.6487 0.60 -0.22 -0.73
H 0.3032 -0.6369 -3.4763 0.57 -0.13 0.22
H -0.8640 -1.8174 -3.8714 0.17 -0.34 -0.14
H 0.7081 -2.3953 -3.2258 0.23 0.05 -0.25
H -1.2742 -0.6653 -1.6863 0.02 -0.03 -0.02
H -1.3748 -2.4056 -1.6366 0.03 -0.05 -0.07
H -0.6732 -2.9638 0.8522 -0.20 0.24 0.08
H 1.4492 -2.3096 2.1998 -0.13 -0.36 -0.01
H 3.0975 -1.1472 0.8032 0.08 -0.05 -0.10
C -1.0980 3.0558 -0.6896 0.66 -0.24 -1.17
C -0.5814 2.0133 0.2591 0.23 0.77 1.51
C -1.4713 1.2243 0.9883 -0.75 -0.09 -0.17
C -1.1266 0.6415 2.1946 0.55 -0.27 -0.55
C 0.2138 0.6301 2.5783 -0.50 -0.51 0.38
C 1.1538 1.2410 1.7827 0.16 0.85 -0.11
C 0.7240 2.0571 0.7414 0.05 -0.22 -0.74
H -0.4242 3.9134 -0.7601 -0.10 0.07 0.53
H -2.0990 3.3820 -0.4314 -0.07 0.05 -0.01
H -1.0782 2.7208 -1.7318 -0.40 -0.31 0.02
H -2.4799 1.1018 0.6006 -0.07 0.21 0.23
H -1.8501 0.1209 2.8045 -0.16 0.00 -0.07
H 0.4449 0.1110 3.5026 0.36 0.04 -0.10
H 2.2210 1.2215 1.9633 -0.07 -0.07 0.42
H 1.4403 2.7260 0.2744 0.01 -0.14 -0.11
```
Positions in Å, forces in eV/Å.

- net charge of number 2 (C5H7PS)?
  0